[1]
Molecular formula: C32H25CeN9O4Se
Method: DFT, ωB97M-V/def2-TZVPD

Geometry as XYZ:
```
72
Properties=species:S:1:pos:R:3
Ce 0.05701 -0.15535 0.81985
O -3.88021 -1.07208 3.35259
C -2.68498 -0.90801 2.80572
O -2.49803 -0.68316 1.63140
C -1.54644 -1.04080 3.77397
C -1.65880 -1.45155 5.08282
C -0.48590 -1.54972 5.83281
C 0.73271 -1.25331 5.24963
C 0.75285 -0.88431 3.91196
N -0.37149 -0.76185 3.21075
C 2.04791 -0.60656 3.14399
O 2.99458 -0.17211 3.76638
O 1.95007 -0.84494 1.87519
H -4.54786 -1.01294 2.64738
H -2.62655 -1.68915 5.50226
H -0.53315 -1.86684 6.86692
H 1.66697 -1.31391 5.79208
C -2.09394 -4.89223 -4.43261
C -1.55936 -3.68061 -3.70900
C -1.79354 -2.38556 -4.17072
C -1.34266 -1.27572 -3.48325
C -0.60053 -1.37411 -2.29401
N -0.18124 -0.25310 -1.57276
C 0.12428 0.89825 -2.30532
C 0.99615 0.85455 -3.40284
C 1.40788 1.99792 -4.06080
C 0.97674 3.26451 -3.65990
C 1.47414 4.51563 -4.33923
C 0.08752 3.31969 -2.60209
C -0.35183 2.16518 -1.95720
N -1.37978 2.34719 -0.96410
C -2.49364 3.08807 -1.12505
C -3.17304 3.09228 0.07334
C -2.38755 2.30499 0.91825
N -1.30697 1.85233 0.28806
C -0.36766 -2.67873 -1.84764
C -0.84847 -3.79541 -2.53035
N 0.37666 -2.95006 -0.63774
C 1.36371 -3.86210 -0.52618
C 1.51820 -4.16810 0.80455
C 0.55956 -3.38381 1.45276
N -0.13775 -2.65005 0.59070
H -2.13182 -4.72308 -5.50889
H -3.10711 -5.13268 -4.10389
H -1.47320 -5.76989 -4.25173
H -2.35555 -2.24412 -5.08856
H -1.55647 -0.28568 -3.87066
H 1.35712 -0.11667 -3.72380
H 2.08770 1.91011 -4.90265
H 1.55776 4.37273 -5.41711
H 2.46317 4.79722 -3.97092
H 0.80467 5.35706 -4.16081
H -0.28610 4.28056 -2.26163
H -2.71957 3.54549 -2.07495
H -4.10335 3.58795 0.29646
H -2.54997 2.05379 1.95472
H -0.65288 -4.77832 -2.11297
H 1.86723 -4.23325 -1.40426
H 2.22849 -4.84785 1.24427
H 0.34095 -3.33101 2.50659
Se 3.48976 1.57993 -0.65591
N 4.21042 2.46042 0.67852
C 3.29000 2.55004 1.62088
C 3.44380 3.17427 2.89520
C 2.37292 3.16061 3.72027
C 1.16136 2.51350 3.32475
N 0.95178 1.94341 2.17079
C 2.01367 1.97365 1.30427
N 1.91247 1.40849 0.11430
H 4.38751 3.62602 3.17340
H 2.42601 3.60639 4.70440
H 0.33363 2.47651 4.02731
```

For the orbital gap (spin up / spin down), the calculation gives 5.517 / 5.524 eV. The spin multiplicity is 2. The total charge is +1. As for the HOMO energy (spin up / spin down): -9.41 / -9.42 eV.

---

[2]
Molecular formula: C30H33F9O2PdSiTe
Method: DFT, ωB97M-V/def2-TZVPD

Geometry as XYZ:
```
77
Properties=species:S:1:pos:R:3
Pd -0.20557 0.15974 0.52662
C 0.26642 -2.82245 -0.41744
Si -1.18027 -1.75489 0.21231
C -2.08036 -2.85840 1.45748
C -2.40599 -1.55055 -1.23344
C -2.67635 -0.32418 -1.84014
C -3.53404 -0.24331 -2.93296
C -4.14276 -1.38352 -3.43666
C -3.89720 -2.61457 -2.83779
C -3.03820 -2.68844 -1.74980
H -0.13036 -3.74933 -0.85295
H 0.93955 -3.08474 0.39932
H 0.84664 -2.30659 -1.18444
H -2.28568 -3.83937 1.01483
H -3.02434 -2.40097 1.75661
H -1.46182 -3.01312 2.34498
H -2.22775 0.58544 -1.44571
H -3.72469 0.72410 -3.38198
H -4.81103 -1.31440 -4.28837
H -4.37357 -3.51200 -3.21838
H -2.85439 -3.65882 -1.29642
Te -1.86431 0.67614 2.36335
C -1.16370 -0.48979 4.01793
C -1.87676 -1.54530 4.58240
C -1.39833 -2.23014 5.69456
C -0.19347 -1.86628 6.27805
C 0.52521 -0.80548 5.73863
C 0.04311 -0.12925 4.62717
H -2.83028 -1.83319 4.15288
H -1.97461 -3.05202 6.10556
H 0.18238 -2.40309 7.14150
H 1.47022 -0.50766 6.17922
H 0.62069 0.68305 4.20163
F -0.28451 4.80352 0.16687
C -1.59641 4.80483 -0.06263
F -2.20896 4.79735 1.13728
F -1.88938 6.00983 -0.62695
C -2.02575 3.55266 -0.92566
O -1.37767 2.47816 -0.56517
C -1.75512 3.91950 -2.43579
F -2.66017 4.77029 -2.98967
F -1.75260 2.82193 -3.20086
F -0.55206 4.50399 -2.58311
C -3.58771 3.39754 -0.76490
F -3.89748 2.76372 0.36409
F -4.10376 2.66875 -1.77846
F -4.27714 4.56892 -0.75809
C 3.56806 0.90451 2.14329
C 3.73869 -0.51066 1.58466
C 2.66363 -1.44286 2.14300
C 3.82775 -0.55034 0.06927
C 4.94239 -1.12728 -0.52150
C 5.09836 -1.19630 -1.89856
C 4.10288 -0.65206 -2.70077
C 2.96715 -0.05903 -2.17175
C 1.95063 0.55981 -3.11298
C 1.78274 2.06546 -2.88867
C 0.58838 -0.13097 -3.09329
C 2.78949 -0.00483 -0.75066
O 1.75271 0.57944 -0.22724
H 3.59546 0.88366 3.23832
H 2.61813 1.32811 1.82104
H 4.36955 1.56040 1.79301
H 4.70553 -0.88546 1.94689
H 1.66635 -1.09268 1.87027
H 2.71551 -1.48274 3.23627
H 2.79166 -2.45496 1.75291
H 5.71720 -1.53203 0.12648
H 5.98182 -1.64753 -2.33646
H 4.21419 -0.67544 -3.78253
H 2.36237 0.42072 -4.12214
H 1.31045 2.25852 -1.92614
H 1.15146 2.49938 -3.66836
H 2.75336 2.57008 -2.90979
H 0.09411 0.01264 -2.13429
H 0.67918 -1.20401 -3.28091
H -0.06887 0.29883 -3.85488
```

For the orbital gap, the calculation gives 6.166 eV. The spin multiplicity is 1. The total charge is -2. As for the HOMO energy: -1.86 eV.

---

[3]
Molecular formula: C4H9NO2
Method: DFT, ωB97M-V/def2-TZVPD

Geometry as XYZ:
```
16
Properties=species:S:1:pos:R:3
C 1.62108 1.33074 -0.70294
C 0.31136 1.72046 -0.47868
C -0.31004 0.68836 0.20850
N 0.69074 -0.20829 0.52933
C 1.84196 0.13602 -0.09985
H 2.45833 1.82530 -1.20621
H -0.06350 2.66727 -0.93943
H -1.38133 0.69328 0.48978
H 0.48281 -1.16736 0.81429
H 2.67697 -0.43985 0.28755
O -1.14282 -1.29896 2.79317
H -0.48638 -0.63916 2.67843
H -0.89078 -1.76134 3.63713
O -1.92598 -1.15144 -2.49999
H -1.76692 -1.46269 -3.41712
H -2.10019 -1.90754 -1.95732
```

For the orbital gap, the calculation gives 8.841 eV. The structure (SMILES) is c1cc[nH]c1.O.O. The spin multiplicity is 1. The total charge is 0. As for the HOMO energy: -8.15 eV.

---

Here are the calculated E numbers, same order: -133464.627; -78853.362; -9878.143 (eV).